No. 1
This record from the OMol25 dataset describes a 14-piece molecular cluster, C5H37NO15 overall. The level of theory is the ωB97M-V functional and the def2-TZVPD basis.

## Properties
- Energy above the lowest of the compared OMol25 structures with the same formula, charge and spin: 8.127 eV
- LUMO: 0.1 eV
- Frontier orbital gap: 9.3915 eV
- E_HOMO: -9.29 eV

```
! wB97M-V def2-TZVPD RIJCOSX def2/J DEFGRID3
* xyz 0 1
H -1.21 -1.46 5.57
H 0.85 -3.99 1.89
H 1.01 -0.27 2.74
H 0.86 0.88 -2.64
H -1.79 -1.93 3.42
H -0.12 0.90 -4.24
H -2.89 0.19 -3.29
C -0.41 0.72 0.92
H -1.49 1.28 3.68
O -1.30 -0.72 -1.79
H -0.33 -2.48 4.84
H -2.13 1.58 -1.58
O 3.23 0.17 -3.76
O 3.22 3.69 1.75
H -3.47 2.23 -1.27
C -0.62 2.03 1.90
H -0.77 2.82 1.09
H 2.82 0.28 -1.33
O 0.10 -1.83 1.08
H 1.74 1.21 -0.71
H 2.20 1.40 -3.31
H -3.18 0.97 1.10
H 2.70 4.37 2.19
C -1.88 1.59 2.70
H -1.51 -0.43 -0.99
C -1.11 -1.44 1.60
O 1.76 -3.66 1.79
H 1.49 -2.72 1.67
O -3.56 0.24 -2.67
O 1.21 1.70 -3.06
O 1.86 -2.02 -1.71
O 1.43 -1.79 -4.25
O 1.85 -0.50 3.06
N -1.57 -0.13 1.15
H -3.49 -0.68 -2.36
H 2.35 -1.22 -1.64
H 4.11 3.83 2.16
H -0.74 1.55 -5.25
H -3.21 -0.15 2.51
H 3.93 0.73 -4.14
H 1.11 -1.26 -3.58
H 1.94 -2.46 -0.82
H -0.31 1.11 -0.09
H 1.32 -2.66 -4.09
H 2.99 -0.46 -4.36
H -1.83 -2.27 1.27
H 0.27 2.29 2.63
H -2.59 2.44 2.76
H 0.59 0.30 1.30
H 0.30 -1.39 0.27
O -0.96 0.80 -4.62
O -1.06 -2.44 5.55
H 1.54 -1.12 3.72
H -1.05 -1.67 -1.63
O -1.06 -1.44 2.97
O 1.94 0.44 -1.03
O -2.50 2.27 -1.00
C -2.58 0.56 1.95
*
```

No. 2
This record from the OMol25 dataset describes a 14-piece molecular cluster, C5H37NO15 overall. The level of theory is the ωB97M-V functional and the def2-TZVPD basis.

## Properties
- Energy above the lowest of the compared OMol25 structures with the same formula, charge and spin: 1.293 eV
- LUMO (alpha / beta): -3.2 / -8.3 eV
- Frontier orbital gap (alpha / beta): 10.1962 / 5.0064 eV
- <S²>: 0.7541
- E_HOMO (alpha / beta): -13.36 / -13.35 eV

```
! wB97M-V def2-TZVPD RIJCOSX def2/J DEFGRID3
* xyz 1 2
H -0.06 -0.33 -0.57
O -1.43 4.24 0.67
H -2.83 1.87 2.44
H 3.16 -1.76 -3.79
H -3.41 -2.06 0.80
H 3.33 -1.83 -2.29
H -1.12 2.02 -2.66
C -1.25 0.67 2.28
H -4.44 0.93 -2.43
N -0.91 -0.41 1.35
H 2.52 -0.58 1.94
O 2.64 -1.57 2.00
C -2.12 -1.13 -0.63
H -0.92 5.05 0.66
H -2.92 -0.50 -1.01
H -1.39 0.78 -0.39
O 2.16 1.15 1.85
O -2.59 0.98 2.15
H 1.52 -0.77 -2.90
H 2.31 2.21 0.01
H -4.27 -0.30 2.41
O 2.68 2.24 -0.86
C -1.03 -0.19 -0.05
C -2.37 -2.16 0.48
O -0.45 1.81 2.05
H -3.59 1.11 -3.75
H -1.58 -1.51 -1.51
H 4.85 -0.52 -0.09
O -1.47 1.16 -2.94
H 3.07 -2.23 0.04
H -0.72 -2.44 1.94
H -0.64 2.05 1.12
H 1.83 -1.85 1.58
H -2.11 -1.70 2.59
O 0.62 -0.66 -3.33
H 5.75 -2.40 1.59
H -2.72 2.48 -1.11
H 2.64 1.66 2.52
H -0.93 0.48 3.32
O 5.13 0.33 -0.45
H -2.14 4.38 0.04
O 4.96 -2.91 1.38
O -5.13 -0.49 2.76
C -1.49 -1.69 1.68
O 3.53 -2.55 -0.74
H 3.06 1.39 -1.12
O -3.36 2.78 -0.44
H 1.19 1.19 1.96
H 5.43 0.11 -1.33
O 3.32 -1.18 -3.05
H -2.11 -3.18 0.14
H -0.73 0.65 -3.33
O -4.26 0.57 -3.31
H -5.18 -1.45 2.83
H 0.30 -1.20 -4.04
H 4.28 -2.37 1.83
H 4.47 -2.72 -0.66
H -3.06 2.34 0.37
*
```

No. 3
This record from the OMol25 dataset describes a 15-piece molecular cluster, C5H38O14 overall. The level of theory is the ωB97M-V functional and the def2-TZVPD basis.

## Properties
- Energy above the lowest of the compared OMol25 structures with the same formula, charge and spin: 0.000 eV
- LUMO (alpha / beta): -4.4 / -8.9 eV
- Frontier orbital gap (alpha / beta): 9.3928 / 4.9117 eV
- <S²>: 0.7544
- E_HOMO (alpha / beta): -13.81 / -13.80 eV

```
! wB97M-V def2-TZVPD RIJCOSX def2/J DEFGRID3
* xyz 1 2
H -1.65 -0.40 1.35
H 1.36 0.11 -2.39
O 2.49 4.06 1.36
H 1.84 4.10 -2.11
C -1.41 1.80 1.86
H -1.83 0.85 4.22
H -2.21 3.80 -1.43
H 3.75 0.36 -1.71
O -1.76 1.39 -2.47
O 0.77 -4.19 -1.13
O -0.60 -2.73 -3.20
H -2.30 1.69 2.36
O -2.07 4.29 -0.54
H 0.43 -2.13 -0.12
O 2.05 3.39 -1.46
O -2.19 -1.94 0.03
H -4.13 -1.32 -2.87
C -0.84 0.47 1.54
H 1.57 -1.00 -3.41
H 1.63 3.90 -0.69
H -2.31 0.61 -2.27
H -3.86 -2.62 -2.45
H -1.55 2.55 1.10
H 0.61 -1.97 2.16
H 1.23 -3.81 -1.81
H 0.46 -1.72 3.49
H 0.47 1.69 0.24
H 0.05 -3.79 1.70
H -1.70 -2.38 0.86
O 0.84 -0.53 -3.05
H -0.73 0.44 -0.60
H -1.27 3.96 -0.19
H -1.18 -0.32 5.13
O 3.26 0.68 -2.44
H 1.17 1.06 2.62
H -0.01 -4.29 -1.67
H 2.12 0.40 0.02
H -0.89 1.22 -2.67
H 2.80 1.12 2.94
C 1.31 -1.50 -0.12
H -0.74 2.60 2.45
O -0.83 -3.97 1.49
O -1.00 0.42 4.50
H 2.26 -1.96 -0.29
H -0.76 -4.38 0.64
O -3.45 -1.96 -2.99
H 2.08 3.41 1.96
H -0.27 -1.89 -3.17
C 1.19 -0.19 0.14
H -1.41 -1.71 -0.53
H 3.25 1.58 -2.20
O 2.05 1.54 2.53
H -1.50 -2.80 -3.50
H -0.28 0.04 2.36
O 0.25 -2.41 2.91
C 0.01 0.65 0.27
H 3.41 3.73 1.24
*
```

No. 4
This record from the OMol25 dataset describes a 14-piece molecular cluster, C5H39N2O13 overall. The level of theory is the ωB97M-V functional and the def2-TZVPD basis.

## Properties
- Energy above the lowest of the compared OMol25 structures with the same formula, charge and spin: 3.607 eV
- LUMO: -2.6 eV
- Frontier orbital gap: 10.4555 eV
- E_HOMO: -13.07 eV

```
! wB97M-V def2-TZVPD RIJCOSX def2/J DEFGRID3
* xyz 1 1
N -0.95 -0.82 0.73
H -2.41 1.90 2.23
H 2.46 1.10 0.51
O -3.00 2.27 -2.12
H 5.07 0.10 0.98
H 1.66 -0.97 0.01
H 2.09 4.77 0.02
O -2.25 -1.08 -3.64
H 3.57 2.95 2.11
H -0.05 -3.24 1.01
H -2.22 -3.10 0.55
O 1.74 4.61 -0.87
H 1.27 -1.16 -1.62
O 0.21 1.48 -1.31
H -2.82 -0.34 -3.41
H 2.23 3.59 2.65
H -1.40 -0.68 -3.38
C -0.35 -0.88 -0.46
C -0.45 2.91 2.03
H 0.74 -4.04 -0.79
H 0.64 -0.40 1.89
C -0.97 0.56 2.86
H -1.44 1.40 0.87
H -2.83 3.24 -2.05
H -2.55 -3.30 -2.61
C -1.39 1.66 1.88
O -3.38 0.04 -0.53
H -0.53 3.15 3.08
H -0.03 2.39 -1.05
H -3.23 0.86 -1.02
N 0.92 -0.97 -0.67
H -0.82 3.69 1.40
H 0.57 2.71 1.81
H -3.51 -2.46 -1.86
H 3.48 -1.93 -3.15
O 0.10 -4.31 -1.47
O -1.51 -3.73 0.78
H 1.34 -3.66 1.59
H 1.21 1.49 -1.18
O -2.84 -3.13 -1.70
H -1.05 -0.96 -1.31
H -1.90 -0.48 0.77
H -0.47 -1.71 2.47
O 4.25 0.44 1.37
H -2.25 1.91 -2.60
H 2.51 4.25 -1.31
O 2.54 -1.88 -2.95
O 2.59 1.34 -0.41
H -1.73 0.21 3.56
C -0.45 -0.68 2.13
H -3.81 0.20 0.32
H 0.48 -5.21 -1.48
H -1.78 -4.35 0.09
O 0.94 -3.08 0.95
O 2.74 3.38 1.86
H 3.87 -0.30 1.86
H 3.23 2.05 -0.41
H 2.25 -2.74 -2.62
H -0.31 0.94 3.64
*
```

No. 5
This record from the OMol25 dataset describes a 14-piece molecular cluster, C5H39N2O14 overall. The level of theory is the ωB97M-V functional and the def2-TZVPD basis.

## Properties
- Energy above the lowest of the compared OMol25 structures with the same formula, charge and spin: 7.717 eV
- LUMO: 2.2 eV
- Frontier orbital gap: 7.9632 eV
- E_HOMO: -5.79 eV

```
! wB97M-V def2-TZVPD RIJCOSX def2/J DEFGRID3
* xyz -1 1
H -4.35 0.65 2.86
H -0.89 0.33 -1.17
H -1.29 0.95 0.94
H 1.07 0.23 1.98
H -2.95 3.74 -0.34
H -0.20 -1.09 0.72
H 0.90 -1.27 -1.71
C -3.39 0.36 2.69
H 0.11 -1.25 3.86
H 0.68 -2.13 -3.93
H -2.28 -0.81 3.54
H -3.83 2.86 0.88
H -0.63 -2.92 -2.71
H 0.08 -4.13 3.05
H 3.05 1.88 1.69
O 2.93 -2.49 -2.09
H -1.96 3.10 1.06
C -2.87 2.92 0.36
O 1.22 -0.43 -1.95
H 1.14 1.30 3.28
O 4.29 -0.22 2.42
H 2.27 2.21 -0.77
H -0.20 0.24 3.29
H -1.18 0.92 -4.77
H 2.15 2.50 -2.63
O 1.15 -1.25 -4.30
C -1.71 -0.39 -0.59
N -2.92 1.67 -0.48
H 1.26 -0.26 -2.88
H -2.62 0.97 3.06
H 0.16 1.58 -4.34
H -2.46 -0.84 -1.13
H 1.44 0.04 0.23
H 2.44 1.55 -3.71
H -0.62 -2.80 3.43
O -0.34 1.14 -5.13
O 2.75 2.72 1.92
H -2.34 1.88 -1.13
H -3.23 -1.16 1.20
H 1.78 2.58 2.16
H 2.60 -3.30 -1.68
O 1.49 -0.36 1.17
O 1.87 2.21 -3.46
H 3.00 3.27 0.12
H 0.53 -0.70 -4.79
H 3.72 -0.10 1.57
H 2.66 -1.60 -1.64
H 3.78 0.15 3.22
O -0.68 -3.59 2.90
C -3.51 -0.14 1.17
H -1.42 -2.27 0.45
H 0.13 -4.11 -3.19
O 3.07 2.64 -0.66
O -0.66 -0.66 3.73
O -3.35 -0.70 3.52
N -0.89 -1.42 0.09
H -4.59 -0.31 0.93
O -0.19 -3.27 -3.53
O 0.50 1.30 2.64
C -2.44 0.58 0.42
*
```

No. 6
This record from the OMol25 dataset describes a single C5H3Cl3 molecule. The level of theory is the ωB97M-V functional and the def2-TZVPD basis.

## Properties
- Energy above the lowest of the compared OMol25 structures with the same formula, charge and spin: 3.896 eV
- LUMO (alpha / beta): -1.7 / -1.7 eV
- Frontier orbital gap (alpha / beta): 7.0829 / 7.0779 eV
- E_HOMO (alpha / beta): -8.83 / -8.82 eV

```
! wB97M-V def2-TZVPD RIJCOSX def2/J DEFGRID3
* xyz 0 1
Cl -1.92 -3.31 1.40
H 0.32 1.77 -0.19
Cl 0.97 -2.88 0.54
H -2.18 -1.01 0.64
H 1.60 -0.54 -0.19
C 0.51 -0.37 0.16
C -0.16 0.80 0.05
Cl -2.08 2.31 -0.21
C -1.40 1.04 0.59
C -1.42 -1.85 0.65
C -0.13 -1.55 0.43
*
```

No. 7
This record from the OMol25 dataset describes a single C5H3F3NO6PS molecule. The level of theory is the ωB97M-V functional and the def2-TZVPD basis.

## Properties
- Energy above the lowest of the compared OMol25 structures with the same formula, charge and spin: 0.000 eV
- SMILES: NP(O)C1=C(S(=O)(=O)C(F)(F)F)C(=O)OC1=O
- LUMO: -1.9 eV
- Frontier orbital gap: 8.0150 eV
- E_HOMO: -9.88 eV

```
! wB97M-V def2-TZVPD RIJCOSX def2/J DEFGRID3
* xyz 0 1
C 1.27 -0.59 -1.60
N -0.84 -1.23 2.54
O 1.44 1.48 1.27
C -0.24 -2.14 -0.97
S 0.47 1.61 0.22
F 1.94 3.68 -0.32
H -3.48 -2.10 1.22
O -0.73 -3.22 -0.89
O -0.86 2.06 0.49
P -1.81 -0.73 1.21
F 1.78 2.38 -2.03
O 2.26 -0.20 -2.11
C -0.53 -0.90 -0.14
H -0.13 -0.52 2.73
C 0.37 0.01 -0.55
H -0.36 -2.10 2.35
O -2.57 -2.14 0.89
F 0.12 3.60 -1.45
O 0.76 -1.85 -1.86
C 1.14 2.90 -1.00
*
```

No. 8
This record from the OMol25 dataset describes a single C5H3N molecule. The level of theory is the ωB97M-V functional and the def2-TZVPD basis.

## Properties
- Energy above the lowest of the compared OMol25 structures with the same formula, charge and spin: 4.757 eV
- LUMO (alpha / beta): -1.7 / -0.3 eV
- Frontier orbital gap (alpha / beta): 6.8593 / 8.6766 eV
- E_HOMO (alpha / beta): -8.51 / -9.02 eV

```
! wB97M-V def2-TZVPD RIJCOSX def2/J DEFGRID3
* xyz 0 1
C -0.11 -1.19 0.05
N 2.00 -0.11 -0.07
C -0.93 0.03 -0.06
H -1.96 -0.09 -0.05
C -0.36 1.21 -0.07
C 1.72 1.15 -0.01
H -0.81 -2.07 0.09
C 1.16 -1.09 -0.01
H -0.69 2.15 0.12
*
```

No. 9
This record from the OMol25 dataset describes a single C5H3N molecule. The level of theory is the ωB97M-V functional and the def2-TZVPD basis.

## Properties
- Energy above the lowest of the compared OMol25 structures with the same formula, charge and spin: 1.939 eV
- SMILES: C#C/C=C\C#N
- LUMO: -0.5 eV
- Frontier orbital gap: 9.5483 eV
- E_HOMO: -10.02 eV

```
! wB97M-V def2-TZVPD RIJCOSX def2/J DEFGRID3
* xyz 0 1
C -0.15 -0.04 -0.07
H -0.98 2.04 0.06
C -0.39 -1.41 -0.09
N -3.51 0.21 0.15
C -2.42 0.42 -0.06
H 0.12 -3.06 0.19
H 0.93 0.17 -0.14
C -0.74 -2.55 0.00
C -1.10 0.90 -0.16
*
```

No. 10
This record from the OMol25 dataset describes a single C5H3N molecule. The level of theory is the ωB97M-V functional and the def2-TZVPD basis.

## Properties
- Energy above the lowest of the compared OMol25 structures with the same formula, charge and spin: 1.992 eV
- LUMO: 0.0 eV
- Frontier orbital gap: 9.4628 eV
- E_HOMO: -9.47 eV

```
! wB97M-V def2-TZVPD RIJCOSX def2/J DEFGRID3
* xyz 0 1
C -0.51 -0.50 -0.31
C -1.98 -0.20 -0.17
H -0.47 -1.30 -1.07
C -5.65 0.09 0.10
C 0.40 0.14 0.36
H 1.47 -0.08 0.59
C -3.23 -0.07 -0.03
H 0.28 0.98 1.00
N -4.48 0.02 0.02
*
```

No. 11
This record from the OMol25 dataset describes a single C5H3N3 molecule. The level of theory is the ωB97M-V functional and the def2-TZVPD basis.

## Properties
- Energy above the lowest of the compared OMol25 structures with the same formula, charge and spin: 5.130 eV
- SMILES: C#Cc1cnnnc1
- LUMO: -0.7 eV
- Frontier orbital gap: 9.2525 eV
- E_HOMO: -9.93 eV

```
! wB97M-V def2-TZVPD RIJCOSX def2/J DEFGRID3
* xyz 0 1
C -0.52 -0.05 -0.17
C -1.92 -0.15 -0.18
C 0.26 1.13 -0.09
H -0.22 2.17 0.21
N 1.47 1.11 -0.07
N 1.49 -1.07 0.22
C -3.15 0.15 0.26
C 0.17 -1.16 -0.21
N 2.15 0.01 0.14
H -4.29 0.06 0.25
H -0.27 -2.18 -0.22
*
```

No. 12
This record from the OMol25 dataset describes a single C5H3N3O2S molecule. The level of theory is the ωB97M-V functional and the def2-TZVPD basis.

## Properties
- Energy above the lowest of the compared OMol25 structures with the same formula, charge and spin: 4.676 eV
- LUMO (alpha / beta): -2.2 / -2.2 eV
- Frontier orbital gap (alpha / beta): 7.3007 / 7.3067 eV
- E_HOMO (alpha / beta): -9.50 / -9.49 eV

```
! wB97M-V def2-TZVPD RIJCOSX def2/J DEFGRID3
* xyz 0 1
C -0.07 0.88 1.12
N 0.46 -1.72 -1.89
C 1.85 -0.20 -0.38
S 1.63 0.98 0.88
O 0.50 -2.82 -1.45
H -1.58 1.76 2.10
O 0.00 -1.30 -2.91
C 0.86 -0.75 -0.99
H 2.83 0.02 -0.90
N -0.54 1.79 2.14
C -2.06 -0.43 0.04
N -3.08 -0.87 -0.29
H 0.06 2.58 2.04
C -0.87 0.08 0.48
*
```

Calculated calculated total energy in order - -37984.185; -37979.205; -34454.333; -35409.786; -37460.154; -42796.248; -47284.365; -6715.966; -6718.785; -6718.732; -9697.690; -24625.272 eV